7
Properties=species:S:1:pos:R:3:forces:R:3:lowdin_charge:R:1 method="wB97M-V/def2-TZVPD" homo_ev=-8.316 relative_energy_kcal_mol=61.15 largest_force_ev_per_a=1.63 smiles="[H]/N=P/[H].P=S"
N 0.614653 0.829410 -0.423712 0.703 0.349 -0.111 -0.52
P 1.404524 0.549209 -1.761841 -1.116 -0.451 1.106 0.74
P -0.481026 -1.034076 1.237897 -1.202 0.110 0.742 0.24
S -1.939263 -0.843979 2.555340 1.089 -0.066 -0.794 -0.05
H 0.720809 1.675455 0.114249 0.389 0.578 -0.241 -0.03
H 0.742756 -0.739516 -1.813276 0.564 0.050 -0.717 -0.15
H -1.062453 -0.436502 0.091344 -0.428 -0.569 0.016 -0.21


8
Properties=species:S:1:pos:R:3:forces:R:3:lowdin_charge:R:1 method="wB97M-V/def2-TZVPD" homo_ev=-8.499 relative_energy_kcal_mol=1.72 largest_force_ev_per_a=2.34 smiles=NSSSS
N -1.160971 -0.058000 0.005653 -0.726 -0.601 -0.450 -0.42
S 2.658177 -0.725417 -0.143351 -1.164 -0.123 -1.922 0.24
S -0.750632 1.560083 -0.464195 -0.891 -1.040 -0.144 0.31
S 2.704400 1.270660 -0.271716 -1.549 0.997 0.807 -0.01
S 0.697419 2.031191 0.756055 2.231 -0.543 -0.453 0.06
H -1.832287 -0.122112 0.784808 0.407 0.309 -0.681 0.03
H -1.471087 -0.687658 -0.775422 0.600 1.177 0.938 0.04
H 3.307492 -0.922461 0.935028 1.092 -0.176 1.905 -0.25


8
Properties=species:S:1:pos:R:3:forces:R:3:lowdin_charge:R:1 method="wB97M-V/def2-TZVPD" homo_ev="-9.601 / -9.620" relative_energy_kcal_mol=100.77 largest_force_ev_per_a=3.37
O 1.297858 -0.730261 -0.039190 1.730 0.600 -2.826 -0.25
O -1.014060 -0.933684 0.366632 -0.170 0.278 0.074 -0.26
O -0.211300 1.062774 -0.872759 -0.114 0.314 -0.609 -0.30
P 0.155592 0.210629 0.489059 -2.466 0.434 0.415 0.59
S -1.596162 2.171558 2.599745 0.170 -0.186 -0.156 0.00
H 1.351627 -0.488174 -1.021196 0.312 -0.900 1.531 0.10
H -1.544041 -0.955299 1.156713 -0.543 -0.045 0.499 0.02
H -1.092016 1.109451 -1.323578 1.081 -0.497 1.072 0.09


8
Properties=species:S:1:pos:R:3:forces:R:3:lowdin_charge:R:1 method="wB97M-V/def2-TZVPD" homo_ev=-10.247 relative_energy_kcal_mol=97.72 largest_force_ev_per_a=3.91 smiles=OOPOO
O 1.172061 -1.130009 1.034647 -0.531 -0.459 0.095 -0.06
O 0.611604 0.796809 -1.081136 1.731 -0.513 -1.039 -0.20
O -0.030485 -0.412255 1.328857 -0.108 -0.012 0.905 -0.43
O -0.668117 1.174396 -0.602267 -1.239 -2.306 0.203 -0.39
P -1.153065 -0.437519 0.150894 2.702 0.803 -2.707 0.98
H 1.463148 -0.628900 0.272739 0.542 0.430 -0.550 0.05
H 0.622245 0.479865 -2.036164 -1.072 0.746 1.381 0.13
H -2.017390 0.157614 0.932430 -2.025 1.311 1.713 -0.07


9
Properties=species:S:1:pos:R:3:forces:R:3:lowdin_charge:R:1 method="wB97M-V/def2-TZVPD" homo_ev=-10.010 relative_energy_kcal_mol=82.25 largest_force_ev_per_a=5.80
O -0.554702 0.106803 0.791034 -1.108 1.098 -0.247 -0.19
O 1.488358 1.316163 1.722636 -0.042 2.088 2.739 -0.30
O 1.532286 1.099816 -0.812006 -2.762 2.744 4.293 -0.16
O -0.835921 -0.806619 -0.305648 0.035 -0.383 0.168 -0.08
P 1.686704 0.420424 0.651258 0.832 -1.819 -3.358 0.17
S 2.646786 -1.265682 0.413392 -1.030 0.865 0.503 0.30
H -1.234061 0.929539 0.750081 2.123 -2.893 -0.539 0.21
H -0.198281 -1.567277 -0.127503 -0.839 1.396 0.164 0.09
H 2.023382 0.563742 -1.318666 2.791 -3.094 -3.724 -0.04


9
Properties=species:S:1:pos:R:3:forces:R:3:mulliken_spin:R:1 method="wB97M-V/def2-TZVPD" homo_ev="-15.860 / -15.548" s2=2.008 charge=+1 multiplicity=3 relative_energy_kcal_mol=0.00 largest_force_ev_per_a=2.22
O -1.394387 0.911169 0.228004 1.177 0.909 1.158 0.03
O 1.800295 0.388220 0.166045 0.436 0.064 1.231 0.35
O 0.169068 -1.224798 0.547121 -0.908 -0.283 1.473 0.12
O -1.447351 -0.178666 -0.643341 -2.053 -0.618 -0.561 0.08
O 1.223752 0.518608 -0.938232 0.576 1.808 -1.080 1.14
O -0.297635 -0.824160 -0.685845 0.755 -1.550 -0.785 0.24
H -2.250449 1.368817 0.111529 -0.003 -0.489 -0.387 0.00
H 1.533561 1.100324 0.818861 0.408 0.077 -0.531 0.05
H 0.663150 -2.059518 0.395859 -0.388 0.081 -0.518 0.00


12
Properties=species:S:1:pos:R:3:forces:R:3:lowdin_charge:R:1 method="wB97M-V/def2-TZVPD" homo_ev=-6.365 charge=-1 relative_energy_kcal_mol=39.93 largest_force_ev_per_a=3.80 smiles="O=S(=O)(O)O[Si]([O-])(O)O"
O 1.851943 1.024399 1.006310 0.062 -0.433 0.529 -0.33
O 3.311494 0.163320 -0.645081 1.892 -0.295 -1.006 -0.28
O 1.894434 -1.410375 0.534367 0.116 0.274 -0.680 -0.19
O -0.648540 1.011306 0.986065 0.615 0.498 1.252 -0.15
O -2.059095 -0.000555 -1.000586 -0.297 0.622 -1.334 -0.15
O -0.585852 -1.787120 0.346024 -0.004 -0.976 0.450 -0.28
O 0.958137 0.174543 -1.025731 -2.955 -0.644 -0.953 -0.30
Si -0.866329 -0.308986 0.125774 -0.374 1.940 -3.252 0.14
S 2.035540 0.029924 -0.068347 1.491 1.279 1.996 0.36
H 0.362482 1.204866 1.231150 -1.312 -0.630 -0.597 0.05
H -2.192361 0.513799 -1.860311 0.942 -1.108 2.533 0.10
H 1.001397 -1.719995 0.158216 -0.175 -0.526 1.062 0.03